No. 1
DFT (ωB97M-V/def2-TZVPD) results for one molecule with the formula C5H8N2.

Each atom is followed by the atoms it is bonded to, with distances in Å.
Element x y z (Å)
1 C 2.4375 -0.2982 -0.0059  C2 1.497, H8 1.096, H9 1.095, H10 1.094
2 C 1.0067 0.0756 0.2264  C1 1.497, C3 1.417, C7 1.374
3 C 0.4475 1.3390 0.5412  C2 1.417, N4 1.324, H11 1.084
4 N -0.8759 1.3207 0.5169  C3 1.324, N5 1.342
5 N -1.1975 0.0500 0.2285  N4 1.342, C6 1.444, C7 1.357
6 C -2.4939 -0.2179 -0.3493  N5 1.444, H12 1.095, H13 1.090, H14 1.092
7 C -0.0966 -0.7211 0.0398  C2 1.374, N5 1.357, H15 1.082
8 H 2.8995 0.4029 -0.7103  C1 1.096
9 H 2.4977 -1.2961 -0.4527  C1 1.095
10 H 3.0394 -0.2992 0.9082  C1 1.094
11 H 0.9643 2.2642 0.7680  C3 1.084
12 H -2.4957 0.1186 -1.3918  C6 1.095
13 H -3.2591 0.3254 0.2047  C6 1.090
14 H -2.6914 -1.2919 -0.3194  C6 1.092
15 H -0.1823 -1.7722 -0.2044  C7 1.082

Values from the calculation:
SMILES = Cc1cnn(C)c1
E_LUMO = 0.0372 Eh
HOMO energy = -0.327 Eh

Here are the natural (NBO) charges for atoms 1 to 4, given in e: -0.6223 -0.1363 -0.0542 -0.2618

***

No. 2
DFT (ωB97M-V/def2-TZVPD) results for one molecule with the formula C5H8N2.

Each atom is followed by the atoms it is bonded to, with distances in Å.
Element x y z (Å)
1 C 1.5675 -0.8839 -1.5791  C2 1.500, H8 1.096, H9 1.096, H10 1.095
2 C 0.5041 -0.2466 -0.7350  C1 1.500, C3 1.374, C7 1.425
3 C -0.7153 0.2212 -1.1621  C2 1.374, N4 1.371, H11 1.082
4 N -1.4177 0.6522 -0.0662  C3 1.371, C5 1.370, H12 1.007
5 C -0.6702 0.4633 1.0664  N4 1.370, N6 1.418, C7 1.375
6 N -1.2510 0.7195 2.3344  C5 1.418, H13 1.015, H14 1.015
7 C 0.5349 -0.0729 0.6794  C2 1.425, C5 1.375, H15 1.084
8 H 2.3930 -0.2000 -1.8084  C1 1.096
9 H 1.9952 -1.7521 -1.0652  C1 1.096
10 H 1.1528 -1.2367 -2.5290  C1 1.095
11 H -1.1358 0.2690 -2.1580  C3 1.082
12 H -2.3554 1.0193 -0.0607  N4 1.007
13 H -1.1655 -0.1056 2.9193  N6 1.015
14 H -0.7896 1.4806 2.8213  N6 1.015
15 H 1.3530 -0.3273 1.3429  C7 1.084

Values from the calculation:
SMILES = Cc1c[nH]c(N)c1
E_LUMO = 0.0385 Eh
HOMO energy = -0.291 Eh

Here are the natural (NBO) charges for atoms 1 to 4, given in e: -0.6212 -0.0935 -0.0882 -0.5068

***

No. 3
DFT (ωB97M-V/def2-TZVPD) results for one molecule with the formula C5H8N2 in a non-equilibrium geometry.

Each atom is followed by the atoms it is bonded to, with distances in Å.
Element x y z (Å)
1 C 1.6912 -0.0683 1.5749  C2 1.480, H8 1.094, H9 1.100, H10 1.099
2 C 1.4132 -0.0437 0.1210  C1 1.480, C3 1.445, H11 1.089
3 C 0.2322 -0.6363 -0.4633  C2 1.445, N4 1.513, H12 1.098, H13 1.097
4 N -0.8862 0.3243 -0.1251  C3 1.513, C5 1.456, C6 1.428
5 C -2.2393 0.0251 -0.5714  N4 1.456, C6 1.534, H14 1.093, H15 1.091
6 C -1.3614 1.0987 -1.2271  N4 1.428, C5 1.534, N7 1.204
7 N -1.0214 1.8502 -2.1046  C6 1.204
8 H 1.0162 -0.7460 2.1058  C1 1.094
9 H 1.5703 0.9342 2.0125  C1 1.100
10 H 2.7316 -0.3615 1.7760  C1 1.099
11 H 2.0761 0.5395 -0.5170  C2 1.089
12 H 0.2807 -0.7798 -1.5508  C3 1.098
13 H -0.0363 -1.5648 0.0556  C3 1.097
14 H -2.4151 -0.8555 -1.1948  C5 1.093
15 H -3.0520 0.2839 0.1083  C5 1.091

Values from the calculation:
E_LUMO (alpha / beta) = -0.0247 / 0.0102 Eh
HOMO energy (alpha / beta) = -0.294 / -0.325 Eh

Here are the natural (NBO) charges for atoms 1 to 4, given in e: -0.6787 -0.0652 -0.3035 -0.3858

***

Results for energy relative to the best compared isomer or geometry (same formula, charge and spin): 0.6462; 0.1100; 5.2832 (in eV, following the order of the records).